Below is 8 unconnected molecules or ions with the total composition C55H86F2N3O25PS7, with properties calculated with wB97M-V/def2-TZVPD.

Geometry (Å):
C1 2.322 -0.694 2.898
C2 1.100 -0.923 3.863
O1 -0.123 -0.912 3.142
C3 -0.743 0.360 3.138
C4 -2.075 0.295 2.327
O2 -2.120 1.345 1.365
C5 -2.200 0.853 0.034
C6 -0.839 0.380 -0.559
O3 -0.662 -0.963 -0.105
C7 0.679 -1.399 -0.220
C8 1.041 -1.969 -1.599
C9 0.157 -2.651 -2.447
C10 -1.286 -2.878 -2.026
O4 -1.393 -3.545 -0.758
N1 -2.613 -3.234 -0.184
O5 -2.694 -3.806 0.840
C11 0.534 -3.171 -3.675
C12 1.902 -3.043 -4.136
C13 2.269 -3.699 -5.493
C14 1.701 -5.151 -5.564
C15 2.508 -6.215 -4.747
N2 3.529 -5.648 -3.843
C16 2.778 -2.370 -3.289
C17 2.360 -1.835 -2.046
C18 3.424 -1.114 -1.242
O6 3.516 -1.127 -0.040
C19 4.440 -0.329 -2.067
C20 4.971 0.878 -1.656
C21 5.923 1.566 -2.420
P1 6.595 3.181 -1.857
O7 8.078 3.178 -1.860
C22 6.345 0.989 -3.631
O8 7.280 1.630 -4.388
C23 5.811 -0.225 -4.090
N3 6.248 -0.831 -5.339
C24 5.899 -0.071 -6.500
O9 5.883 -0.549 -7.591
F1 5.577 1.245 -6.387
C25 7.659 -1.056 -5.334
O10 8.395 -0.803 -6.238
F2 8.182 -1.564 -4.208
C26 4.868 -0.856 -3.293
C27 4.238 -2.211 -3.677
O11 4.933 -3.037 -4.206
H1 3.260 -0.494 3.438
H2 2.450 -1.604 2.294
H3 2.094 0.157 2.233
H4 1.233 -1.923 4.306
H5 1.140 -0.142 4.645
H6 -0.888 0.703 4.178
H7 -0.089 1.081 2.589
H8 -2.884 0.436 3.061
H9 -2.120 -0.714 1.896
H10 -2.707 1.552 -0.651
H11 -2.845 -0.050 0.053
H12 -1.015 0.327 -1.658
H13 -0.009 1.067 -0.290
H14 0.900 -2.151 0.552
H15 1.333 -0.533 -0.030
H16 -1.852 -3.359 -2.839
H17 -1.745 -1.880 -1.903
H18 -0.217 -3.692 -4.271
H19 1.832 -3.083 -6.299
H20 3.341 -3.765 -5.703
H21 1.765 -5.449 -6.626
H22 0.633 -5.207 -5.307
H23 2.994 -6.911 -5.446
H24 1.772 -6.791 -4.151
H25 3.042 -5.403 -2.982
H26 4.139 -6.421 -3.587
H27 4.669 1.350 -0.716
H28 6.094 4.225 -2.679
H29 6.153 3.352 -0.522
H30 7.087 2.574 -4.421
C28 0.251 -7.287 2.418
C29 -0.038 -6.519 1.123
C30 0.497 -5.095 1.300
S1 1.853 -5.214 2.472
O12 1.492 -4.499 3.670
O13 3.097 -4.969 1.787
C31 1.703 -6.970 2.774
H31 0.095 -8.359 2.297
H32 -0.413 -6.936 3.212
H33 0.479 -7.006 0.292
H34 -1.102 -6.510 0.886
H35 0.867 -4.684 0.363
H36 -0.255 -4.431 1.726
H37 1.950 -7.188 3.811
H38 2.395 -7.483 2.106
C32 -5.467 -4.613 2.758
C33 -6.569 -4.553 1.694
C34 -7.780 -3.857 2.326
S2 -7.124 -2.760 3.587
O14 -7.570 -3.225 4.879
O15 -7.300 -1.392 3.171
C35 -5.410 -3.221 3.376
H39 -4.507 -4.898 2.330
H40 -5.731 -5.351 3.520
H41 -6.216 -3.972 0.838
H42 -6.832 -5.545 1.329
H43 -8.337 -3.271 1.598
H44 -8.443 -4.570 2.813
H45 -4.901 -3.197 4.338
H46 -4.955 -2.505 2.692
C36 -7.960 -2.356 9.336
C37 -8.366 -1.718 8.002
C38 -9.883 -1.873 7.862
S3 -10.540 -1.928 9.532
O16 -11.105 -3.234 9.763
O17 -11.281 -0.721 9.796
C39 -8.959 -1.838 10.365
H47 -6.936 -2.104 9.611
H48 -8.032 -3.444 9.261
H49 -8.104 -0.657 8.012
H50 -7.846 -2.175 7.161
H51 -10.329 -1.036 7.330
H52 -10.145 -2.808 7.367
H53 -8.989 -2.433 11.276
H54 -8.771 -0.792 10.606
C40 1.265 1.117 -6.578
C41 1.197 1.488 -8.064
C42 0.171 0.558 -8.724
S4 -0.998 0.111 -7.438
O18 -0.865 -1.302 -7.171
O19 -2.266 0.732 -7.717
C43 -0.182 0.995 -6.114
H55 1.809 1.863 -5.999
H56 1.778 0.157 -6.460
H57 0.872 2.525 -8.162
H58 2.171 1.403 -8.547
H59 -0.361 1.049 -9.535
H60 0.639 -0.357 -9.087
H61 -0.291 0.444 -5.181
H62 -0.651 1.975 -6.030
C44 0.368 5.244 3.207
C45 0.714 5.999 1.919
C46 1.839 5.226 1.220
S5 1.647 3.510 1.713
O20 2.795 3.130 2.500
O21 1.200 2.723 0.588
C47 0.262 3.776 2.810
H63 -0.553 5.603 3.650
H64 1.165 5.375 3.936
H65 -0.165 6.035 1.271
H66 1.013 7.028 2.122
H67 1.766 5.298 0.137
H68 2.821 5.561 1.549
H69 0.327 3.098 3.658
H70 -0.651 3.584 2.243
C48 0.815 6.348 8.942
C49 0.309 7.772 8.684
C50 -0.254 7.808 7.259
S6 -0.815 6.141 6.899
O22 0.001 5.598 5.837
O23 -2.253 6.123 6.834
C51 -0.289 5.419 8.448
H71 1.035 6.181 9.996
H72 1.732 6.173 8.373
H73 -0.482 8.012 9.398
H74 1.100 8.510 8.812
H75 -1.094 8.494 7.172
H76 0.514 8.068 6.531
H77 0.048 4.398 8.282
H78 -1.144 5.428 9.124
C52 3.828 5.575 -7.615
C53 3.428 6.237 -8.939
C54 1.916 6.046 -9.109
S7 1.235 5.932 -7.452
O24 0.701 4.604 -7.264
O25 0.459 7.110 -7.171
C55 2.798 6.040 -6.590
H79 4.840 5.847 -7.316
H80 3.787 4.487 -7.719
H81 3.662 7.303 -8.897
H82 3.974 5.816 -9.782
H83 1.457 6.885 -9.626
H84 1.686 5.118 -9.631
H85 2.769 5.421 -5.696
H86 2.955 7.084 -6.319

LUMO energy, eV: -1.0
HOMO-LUMO gap, Ha: 0.30326

Below is C5H10O in the gas phase, with properties calculated with wB97M-V/def2-TZVPD.

Geometry (Å):
C1 1.870 0.731 0.418
C2 1.179 0.007 -0.757
C3 -0.255 -0.240 -0.442
C4 -0.799 -1.534 0.024
C5 -2.138 0.790 0.248
O1 -1.026 0.803 -0.550
H1 1.825 0.139 1.340
H2 1.389 1.694 0.623
H3 2.923 0.922 0.189
H4 1.681 -0.947 -0.958
H5 1.248 0.637 -1.651
H6 -1.884 -1.496 -0.199
H7 -0.287 -2.354 -0.498
H8 -0.744 -1.745 1.100
H9 -1.853 0.756 1.296
H10 -2.857 1.539 -0.049

LUMO energy (spin up / spin down), eV: 0.6 / 0.9
HOMO-LUMO gap (spin up / spin down), Ha: 0.26579 / 0.31217

Below is a molecular structure, C15H20FNNbO8, with properties calculated with wB97M-V/def2-TZVPD.

Geometry (Å):
C1 3.346 0.925 0.101
C2 4.509 1.827 0.437
F1 4.163 3.141 0.010
Nb1 5.039 1.866 2.682
C3 6.197 1.216 4.490
N1 5.253 0.630 5.458
H1 2.460 1.136 0.698
H2 3.627 -0.105 0.310
H3 3.098 1.008 -0.959
H4 5.343 1.513 -0.185
H5 5.844 0.403 1.852
H6 6.545 2.858 2.224
H7 4.202 3.489 3.095
H8 3.480 0.892 3.164
H9 7.003 0.509 4.327
H10 6.661 2.102 4.928
H11 4.373 1.139 5.434
H12 5.015 -0.302 5.136
C4 -1.087 -2.511 2.394
C5 -0.452 -1.401 2.823
C6 -0.412 -0.109 2.003
O1 0.167 0.814 2.534
C7 -1.037 -0.084 0.701
C8 -1.657 -1.194 0.282
C9 -1.730 -2.472 1.115
O2 -2.348 -3.393 0.601
O3 -2.279 -1.325 -0.878
O4 0.191 -1.289 3.957
H13 -1.124 -3.425 2.968
H14 -0.981 0.825 0.118
H15 -2.653 -2.233 -0.911
H16 0.577 -0.382 3.973
C10 -6.003 -1.487 -4.099
C11 -6.417 -0.664 -5.078
C12 -5.525 0.423 -5.682
O5 -6.048 1.073 -6.576
C13 -4.201 0.604 -5.175
C14 -3.777 -0.211 -4.186
C15 -4.661 -1.328 -3.610
O6 -4.131 -2.012 -2.753
O7 -2.602 -0.133 -3.620
O8 -7.608 -0.689 -5.633
H17 -6.625 -2.262 -3.675
H18 -3.586 1.390 -5.589
H19 -2.551 -0.795 -2.895
H20 -7.596 0.024 -6.311

LUMO energy, eV: -0.1
HOMO-LUMO gap, Ha: 0.15321
Charge: -1

Below is 3 unconnected molecules or ions with the total composition C3H10NO4, with properties calculated with wB97M-V/def2-TZVPD.

Geometry (Å):
O1 -2.010 1.712 -1.623
C1 -1.360 0.722 -1.336
N1 -1.888 -0.112 -0.348
C2 -0.745 -0.879 0.466
O2 -0.108 -1.836 -0.272
C3 0.040 0.535 -1.675
H1 -2.603 0.361 0.076
H2 -1.113 -1.088 1.464
H3 -0.040 -0.011 0.484
H4 0.090 0.813 -2.924
H5 0.698 1.271 -1.172
H6 0.390 -0.598 -1.539
H7 2.096 3.959 1.938
H8 3.008 3.600 3.187
O3 2.995 4.111 2.395
H9 0.541 -3.529 0.427
H10 -0.293 -4.570 -0.100
O4 0.304 -4.461 0.550

LUMO energy, eV: 2.9
HOMO-LUMO gap, Ha: 0.24686
Charge: -1

These records have energy relative to the best compared isomer or geometry (same formula, charge and spin) values of 1.012; 3.695; 0.320; 3.554 eV, in the order they appear.
These records have maximum force values of 2.83; 1.44; 1.23; 5.71 eV/Å, in the order they appear.